<P>
This record from the OMol25 dataset describes a gas-phase ion, C4H12N2O (charge +1). The level of theory is ωB97M-V/def2-TZVPD.

## Properties
total charge: +1
gap between HOMO and LUMO (spin up / spin down): 0.4427 / 0.2379 hartree
2S+1: 2
HOMO energy (spin up / spin down): -14.821 / -14.423 eV

Positions of all 19 atoms, in Å:
C  -0.44  -1.50  -0.31
N  0.35  -2.63  -0.62
C  0.31  -0.11  -0.55
C  0.33  0.18  -2.06
N  -0.44  0.89  0.05
C  -0.50  1.04  1.49
O  0.33  2.04  2.00
H  -0.65  -1.51  0.75
H  -1.36  -1.60  -0.86
H  0.72  -2.64  -1.57
H  1.14  -2.75  0.01
H  1.29  -0.05  -0.08
H  -0.61  -0.12  -2.50
H  0.54  1.21  -2.28
H  1.09  -0.48  -2.48
H  -1.26  1.15  -0.49
H  -0.19  0.09  1.92
H  -1.51  1.22  1.83
H  0.22  2.81  1.41

---

<Q>
This record from the OMol25 dataset describes 2 unconnected molecules or ions with the total composition C4H12N2O. The level of theory is ωB97M-V/def2-TZVPD.

## Properties
total charge: +1
gap between HOMO and LUMO (spin up / spin down): 0.3340 / 0.2036 hartree
2S+1: 2
HOMO energy (spin up / spin down): -13.404 / -13.302 eV

Positions of all 19 atoms, in Å:
C  0.80  -1.54  -1.83
C  -0.39  -1.81  -0.91
C  -0.51  -0.94  0.30
C  -0.30  0.43  0.20
N  -0.03  1.32  1.15
N  2.01  -1.85  -1.07
H  0.80  -0.47  -2.12
H  0.81  -2.08  -2.76
H  -1.31  -1.78  -1.51
H  -0.20  -2.84  -0.60
H  -0.44  -1.53  1.20
H  -0.17  0.79  -0.82
H  0.10  2.26  0.81
H  -0.59  1.26  1.99
H  2.84  -1.49  -1.49
H  2.01  -1.44  -0.14
H  -2.10  4.18  1.87
H  -1.52  3.31  2.93
O  -1.83  4.23  2.78

---

<R>
This record from the OMol25 dataset describes a gas-phase ion, C4H12N2O (charge +1). The level of theory is ωB97M-V/def2-TZVPD.

## Properties
total charge: +1
gap between HOMO and LUMO (spin up / spin down): 0.4192 / 0.1886 hartree
2S+1: 2
HOMO energy (spin up / spin down): -14.588 / -14.056 eV

Positions of all 19 atoms, in Å:
C  0.36  -0.07  -0.52
N  -0.96  -0.07  0.05
C  -2.01  -0.21  -0.91
O  -3.29  -0.04  -0.37
C  1.52  -0.21  0.55
C  2.85  -0.37  -0.16
N  1.54  0.91  1.47
H  0.56  -0.98  -1.08
H  0.49  0.77  -1.23
H  -1.00  0.87  0.45
H  -1.96  0.43  -1.81
H  -1.94  -1.27  -1.29
H  -3.37  -0.55  0.44
H  1.36  -1.13  1.09
H  3.10  0.49  -0.79
H  3.68  -0.49  0.53
H  2.76  -1.26  -0.83
H  0.65  0.98  1.94
H  1.74  1.82  1.02

---

Most stable of them? <P>.

---

<P>
This record from the OMol25 dataset describes a molecular structure, C6H11N2. The level of theory is ωB97M-V/def2-TZVPD.

## Properties
total charge: +1
gap between HOMO and LUMO: 0.4053 hartree
2S+1: 1
HOMO energy: -13.950 eV

Positions of all 19 atoms, in Å:
C  0.82  -1.18  0.15
C  1.71  -0.22  -0.05
C  -0.93  -0.25  0.15
C  1.00  1.03  -0.42
C  3.21  -0.33  -0.04
C  -3.35  -0.02  0.19
N  -0.44  0.93  -0.11
N  -2.09  -0.78  0.34
H  0.95  -2.14  0.53
H  1.51  1.97  0.15
H  1.09  1.24  -1.52
H  3.70  0.67  0.23
H  3.62  -0.59  -1.07
H  3.41  -1.17  0.67
H  -3.91  -0.14  -0.76
H  -3.02  1.03  0.18
H  -4.11  -0.09  0.95
H  -0.95  1.80  -0.15
H  -2.23  -1.76  0.57

---

<Q>
This record from the OMol25 dataset describes a molecular structure, C6H11N2. The level of theory is ωB97M-V/def2-TZVPD.

## Properties
total charge: +1
gap between HOMO and LUMO: 0.3255 hartree
2S+1: 1
HOMO energy: -12.934 eV

Positions of all 19 atoms, in Å:
C  0.59  0.70  -1.30
C  1.47  1.39  -0.15
C  -1.03  0.69  -1.18
C  -0.47  -1.29  1.44
C  1.33  0.51  1.12
C  -1.52  0.19  0.14
N  0.15  -0.03  1.09
N  -1.39  -1.32  0.28
H  1.02  1.04  -2.18
H  0.75  -0.39  -1.14
H  2.52  1.54  -0.47
H  0.96  2.40  0.04
H  -1.28  1.66  -1.46
H  -1.28  -0.04  -1.90
H  0.26  -2.10  1.43
H  -0.94  -1.21  2.40
H  2.16  0.11  1.85
H  -0.95  -1.99  -0.45
H  -2.36  -1.87  0.45

---

Most stable of them? <P>.

---

<P>
This record from the OMol25 dataset describes a gas-phase ion, C6H11N2 (charge +1). The level of theory is ωB97M-V/def2-TZVPD.

## Properties
total charge: +1
gap between HOMO and LUMO: 0.4320 hartree
2S+1: 1
SMILES string: CC1=N[C@]2(C)C[N@@H+]2C1
HOMO energy: -14.826 eV

Positions of all 19 atoms, in Å:
C  -1.20  -0.23  -0.02
C  -0.79  1.07  -0.59
C  1.17  0.79  1.02
C  1.05  -0.45  0.16
C  -2.61  -0.56  0.26
C  2.19  -1.17  -0.49
N  -0.26  -1.01  0.28
N  0.63  1.06  -0.36
H  -1.10  1.34  -1.59
H  -1.36  1.76  0.05
H  0.43  0.93  1.76
H  2.11  1.05  1.29
H  -3.34  -0.33  -0.56
H  -3.06  -0.04  1.06
H  -2.77  -1.62  0.54
H  1.99  -2.23  -0.59
H  3.17  -1.23  0.13
H  2.50  -0.50  -1.27
H  1.26  1.36  -1.06

---

<Q>
This record from the OMol25 dataset describes a molecular structure, C6H11N2. The level of theory is ωB97M-V/def2-TZVPD.

## Properties
total charge: +1
gap between HOMO and LUMO: 0.3468 hartree
2S+1: 1
HOMO energy: -12.834 eV

Positions of all 19 atoms, in Å:
C  2.20  0.19  -0.35
C  1.60  1.32  -0.17
C  1.50  -1.05  0.24
C  -0.93  -1.19  -0.29
C  -2.03  -0.14  -0.25
C  -0.04  0.79  0.69
N  0.17  -0.64  0.56
N  -1.30  1.20  0.03
H  3.21  0.09  -0.83
H  1.93  2.30  -0.20
H  1.63  -1.88  -0.53
H  1.98  -1.37  1.24
H  -1.26  -2.16  0.22
H  -0.66  -1.50  -1.26
H  -2.36  -0.14  -1.24
H  -2.64  -0.47  0.59
H  0.08  1.03  1.82
H  -1.22  1.74  -0.84
H  -1.87  1.89  0.56

---

<R>
This record from the OMol25 dataset describes a gas-phase ion, C6H11N2 (charge +1). The level of theory is ωB97M-V/def2-TZVPD.

## Properties
total charge: +1
gap between HOMO and LUMO: 0.3947 hartree
2S+1: 1
SMILES string: C[C@H]1C=CCNC1=[NH2+]
HOMO energy: -13.762 eV

Positions of all 19 atoms, in Å:
C  -1.83  0.71  0.27
C  -0.71  1.31  0.69
C  0.48  -0.93  0.29
C  -1.78  -0.52  -0.50
C  0.70  0.77  0.47
C  1.32  1.30  -0.87
N  -0.57  -1.38  -0.23
N  1.47  -1.78  0.78
H  -2.81  1.04  0.51
H  -0.63  2.27  1.19
H  -2.72  -1.11  -0.17
H  -1.96  -0.46  -1.59
H  1.40  0.96  1.26
H  0.62  2.11  -1.28
H  1.69  0.53  -1.60
H  2.21  1.89  -0.74
H  -0.69  -2.36  -0.20
H  2.42  -1.55  1.03
H  1.39  -2.79  0.69

---

Most stable of them? <R>.

---

<P>
This record from the OMol25 dataset describes C6H10N2 in the gas phase. The level of theory is ωB97M-V/def2-TZVPD.

## Properties
total charge: 0
gap between HOMO and LUMO: 0.3449 hartree
2S+1: 1
SMILES string: C1N[C@@H]2[C@H]3N[C@@H]2C[C@@H]13
HOMO energy: -8.360 eV

Positions of all 18 atoms, in Å:
C  -1.60  -0.44  -0.22
C  0.05  1.09  -0.25
C  1.20  0.47  0.71
C  -0.02  -0.49  1.33
C  -0.30  -1.18  -0.11
C  0.49  -0.28  -1.08
H  -2.13  -0.54  -1.22
H  -2.34  -1.00  0.40
H  -1.73  1.94  -0.27
H  0.23  2.01  -0.91
H  1.91  1.21  1.21
H  0.81  -1.06  1.96
H  -1.03  -0.07  1.88
H  -0.35  -2.20  -0.25
H  0.01  -0.55  -2.04
H  2.36  -0.95  -0.34
N  -1.26  0.98  0.12
N  1.74  -0.10  -0.51

---

<Q>
This record from the OMol25 dataset describes C6H10N2 in the gas phase. The level of theory is ωB97M-V/def2-TZVPD.

## Properties
total charge: 0
gap between HOMO and LUMO: 0.3708 hartree
2S+1: 1
SMILES string: [H]/N=C(/N)C1CC(=C)C1
HOMO energy: -9.144 eV

Positions of all 18 atoms, in Å:
C  -0.18  0.77  -0.06
C  1.23  0.18  -0.25
C  -0.74  -0.31  -1.02
C  -0.71  0.68  1.35
C  0.64  -0.89  -1.12
N  -1.26  1.82  1.85
C  1.14  -1.95  -1.73
N  -0.73  -0.36  2.07
H  -0.29  1.79  -0.44
H  -0.96  2.71  1.48
H  -1.50  1.80  2.83
H  -0.37  -1.20  1.62
H  1.94  0.84  -0.75
H  1.69  -0.19  0.67
H  -1.48  -0.97  -0.57
H  -1.14  0.08  -1.95
H  2.19  -2.20  -1.66
H  0.52  -2.61  -2.31

---

<R>
This record from the OMol25 dataset describes 2 unconnected molecules or ions with the total composition C6H10N2. The level of theory is ωB97M-V/def2-TZVPD.

## Properties
total charge: 0
gap between HOMO and LUMO: 0.3641 hartree
2S+1: 1
SMILES string: c1ccncc1.CN
HOMO energy: -9.354 eV

Positions of all 18 atoms, in Å:
C  1.55  -0.86  -3.56
C  -0.71  0.66  0.61
C  -1.17  -0.39  1.27
C  -0.99  -0.35  2.68
C  -0.44  0.87  3.30
C  -0.04  1.81  2.44
H  0.23  -0.30  -1.92
H  -0.26  -1.65  -3.04
H  1.55  -1.58  -4.45
H  1.30  0.16  -3.79
H  2.48  -0.92  -3.00
H  -0.69  0.75  -0.50
H  -1.62  -1.34  0.72
H  -1.69  -1.12  3.19
H  -0.41  1.08  4.38
H  0.64  2.59  2.99
N  0.56  -1.26  -2.47
N  -0.29  1.85  1.17

---

<S>
This record from the OMol25 dataset describes C6H10N2 in the gas phase. The level of theory is ωB97M-V/def2-TZVPD.

## Properties
total charge: 0
gap between HOMO and LUMO: 0.3831 hartree
2S+1: 1
SMILES string: C=C(C)[C@@](C)(N)C#N
HOMO energy: -9.603 eV

Positions of all 18 atoms, in Å:
C  0.70  2.08  -0.25
C  -0.01  -1.31  0.90
C  0.43  -0.36  0.08
C  1.67  -0.69  -0.72
C  -1.40  1.06  -1.22
C  -0.20  1.01  0.14
N  1.37  2.99  -0.52
N  -0.85  1.29  1.45
H  -1.00  -1.32  1.27
H  0.59  -2.24  0.89
H  2.46  -1.37  -0.43
H  1.39  -1.07  -1.69
H  2.22  0.18  -1.01
H  -0.79  0.45  -1.95
H  -2.07  0.33  -0.73
H  -1.76  2.06  -1.55
H  -0.58  0.55  2.13
H  -0.59  2.18  1.82

---

Most stable of them? <Q>.